Molecular formula: C5H14NO4
Method: DFT, ωB97M-V/def2-TZVPD

```
! RIJCOSX wB97M-V def2-TZVPD def2/J DEFGRID3
* xyz 0 2
O -1.130 -0.635 2.817
O -2.372 -0.576 0.450
O 0.334 -1.589 -1.807
O 1.772 -2.832 -0.646
N -0.890 0.770 -1.319
C 0.216 1.466 -0.610
C 1.591 -0.565 -0.019
C 1.545 0.799 -0.718
C -0.044 2.595 0.037
C 1.158 -1.658 -0.917
H 1.859 0.710 -1.825
H -0.524 -0.157 -1.757
H -0.932 -1.450 3.225
H -1.988 -0.628 1.349
H -3.355 -0.811 0.490
H 0.981 -0.568 0.906
H 2.664 -0.792 0.377
H -1.038 3.055 0.124
H 2.337 1.453 -0.263
H -1.237 1.428 -2.057
H -1.673 0.460 -0.648
H 0.707 3.168 0.556
H -1.468 -0.039 3.531
H 1.488 -3.602 -1.274
*
```

Properties
Molar mass (g/mol): 152.2
⟨S²⟩: 0.752
Relative energy (zero: lowest compared OMol25 entry of this formula, charge and spin) (kcal per mole): 36.4
Frontier orbital gap (spin up / spin down) (hartree): 0.0948 / 0.3055
Calculated total energy (eV): -15088.835
E_HOMO (spin up / spin down) (eV): -2.557 / -8.381
Maximum force (eV/Å): 3.06
LUMO (spin up / spin down) (eV): 0.024 / -0.067



Molecular formula: C5H14NOS
Method: DFT, ωB97M-V/def2-TZVPD

```
! RIJCOSX wB97M-V def2-TZVPD def2/J DEFGRID3
* xyz 1 1
S 2.683 2.054 -1.092
O -1.685 -0.264 1.162
N 0.696 0.495 2.122
C -2.131 -0.806 0.143
C -1.472 -1.909 -0.622
C 1.771 0.674 1.083
C -1.226 -1.416 -2.060
C 1.307 1.729 0.089
H -0.178 0.192 1.657
H 1.950 2.714 -1.988
H 0.537 1.392 2.569
H 1.052 2.647 0.647
H 0.988 -0.189 2.835
H -0.582 -2.233 -0.118
H 0.422 1.377 -0.458
H 1.948 -0.281 0.611
H -0.786 -2.261 -2.675
H -2.180 -1.112 -2.525
H -0.539 -0.570 -2.086
H -3.107 -0.441 -0.272
H -2.154 -2.747 -0.659
H 2.686 0.953 1.638
*
```

Properties
Molar mass (g/mol): 136.2
Relative energy (zero: lowest compared OMol25 entry of this formula, charge and spin) (kcal per mole): 0.7
Frontier orbital gap (hartree): 0.3559
Calculated total energy (eV): -19778.271
E_HOMO (eV): -12.809
Maximum force (eV/Å): 1.69
LUMO (eV): -3.125



Molecular formula: C5H14NP
Method: DFT, ωB97M-V/def2-TZVPD

```
! RIJCOSX wB97M-V def2-TZVPD def2/J DEFGRID3
* xyz 0 1
P -1.667 0.423 0.808
N -1.393 1.738 1.474
C -0.092 -1.728 -1.822
C -0.348 2.648 1.924
C 0.875 0.554 -1.267
C 1.479 -1.546 -0.016
C 0.763 -0.772 -1.103
H -0.828 -0.812 0.912
H 2.286 -0.976 0.443
H 0.573 -2.473 -2.479
H 0.299 2.068 2.656
H -1.792 0.423 -0.561
H 0.348 1.359 -1.780
H -0.948 3.412 2.328
H -0.537 -2.329 -1.053
H 1.691 0.924 -0.628
H 0.659 -1.790 0.804
H -0.708 -1.176 -2.534
H 0.192 2.996 0.982
H 1.843 -2.519 -0.250
H -2.695 -0.422 1.162
*
```

Properties
Molar mass (g/mol): 119.1
Relative energy (zero: lowest compared OMol25 entry of this formula, charge and spin) (kcal per mole): 80.3
Frontier orbital gap (hartree): 0.3456
Calculated total energy (eV): -16186.942
E_HOMO (eV): -8.530
Maximum force (eV/Å): 2.97
LUMO (eV): 0.874



Molecular formula: C5H14NP
Method: DFT, ωB97M-V/def2-TZVPD

```
! RIJCOSX wB97M-V def2-TZVPD def2/J DEFGRID3
* xyz 0 1
P 0.631 -0.775 0.253
N 0.987 0.327 -0.982
C -0.134 0.770 2.195
C 0.177 1.501 -1.245
C -1.766 -2.150 0.756
C 2.382 0.527 -1.314
C -1.151 -1.135 -0.198
H -0.850 1.219 -1.466
H 0.183 2.187 -0.393
H 0.678 1.471 2.284
H 2.468 0.685 -2.394
H -2.764 -2.430 0.422
H -1.061 1.184 1.844
H -1.155 -3.049 0.813
H 2.810 1.391 -0.801
H -1.160 -1.523 -1.221
H 0.579 2.021 -2.115
H -0.219 0.089 3.021
H 2.948 -0.362 -1.045
H -1.841 -1.728 1.755
H -1.741 -0.219 -0.170
*
```

Properties
Molar mass (g/mol): 119.1
Relative energy (zero: lowest compared OMol25 entry of this formula, charge and spin) (kcal per mole): 32.0
Frontier orbital gap (hartree): 0.3139
Calculated total energy (eV): -16189.036
E_HOMO (eV): -7.687
Maximum force (eV/Å): 3.14
LUMO (eV): 0.853



Question: Which value of calculated total energy does entry 3 give?
Answer: -16186.942 eV



Copy entry 3 word for word.
Molecular formula: C5H14NP
Method: DFT, ωB97M-V/def2-TZVPD

```
! RIJCOSX wB97M-V def2-TZVPD def2/J DEFGRID3
* xyz 0 1
P -1.667 0.423 0.808
N -1.393 1.738 1.474
C -0.092 -1.728 -1.822
C -0.348 2.648 1.924
C 0.875 0.554 -1.267
C 1.479 -1.546 -0.016
C 0.763 -0.772 -1.103
H -0.828 -0.812 0.912
H 2.286 -0.976 0.443
H 0.573 -2.473 -2.479
H 0.299 2.068 2.656
H -1.792 0.423 -0.561
H 0.348 1.359 -1.780
H -0.948 3.412 2.328
H -0.537 -2.329 -1.053
H 1.691 0.924 -0.628
H 0.659 -1.790 0.804
H -0.708 -1.176 -2.534
H 0.192 2.996 0.982
H 1.843 -2.519 -0.250
H -2.695 -0.422 1.162
*
```

Properties
Molar mass (g/mol): 119.1
Relative energy (zero: lowest compared OMol25 entry of this formula, charge and spin) (kcal per mole): 80.3
Frontier orbital gap (hartree): 0.3456
Calculated total energy (eV): -16186.942
E_HOMO (eV): -8.530
Maximum force (eV/Å): 2.97
LUMO (eV): 0.874



Question: maximum force of number 2 (C5H14NOS)?
Answer: 1.69 eV/Å



Question: Number 3 is which compound?
Answer: C5H14NP